(1)
86
Properties=species:S:1:pos:R:3:forces:R:3:mulliken_charge:R:1 method="wB97M-V/def2-TZVPD" multiplicity=4 orbital_gap_ev="7.6 / 6.3" total_charge=+3
W 0.2847 1.0245 1.2943 0.15 0.27 0.05 0.41
C -2.3394 3.1626 3.6151 -0.06 0.04 -0.02 -1.17
Se -1.3791 3.0285 1.9305 0.00 0.11 -0.23 0.21
C -0.3710 4.7008 2.0802 -0.07 0.03 0.06 -0.77
C 0.7195 4.7260 3.1331 0.05 -0.02 -0.01 -0.75
Se 2.3943 4.0132 2.4401 0.05 -0.08 0.00 0.33
C 3.4088 4.1487 4.0765 0.00 0.00 -0.01 -1.10
H -2.9701 4.0424 3.5169 -0.02 0.02 0.02 0.48
H -1.6544 3.2479 4.4511 -0.06 0.05 -0.05 0.33
H -2.9526 2.2725 3.7238 0.03 0.03 -0.01 0.33
H -1.1402 5.4397 2.3049 0.00 0.00 -0.01 0.57
H 0.0129 4.9118 1.0834 -0.01 0.01 -0.01 0.26
H 0.4482 4.1738 4.0329 -0.03 0.03 0.02 0.27
H 0.9224 5.7575 3.4223 -0.03 0.00 0.00 0.60
H 3.4163 5.1866 4.4008 0.01 -0.01 0.02 0.39
H 4.4252 3.8332 3.8550 0.01 0.01 0.00 0.37
H 2.9794 3.5084 4.8464 0.00 -0.01 0.01 0.34
C -3.4039 -3.7810 -2.3040 -0.01 0.00 0.00 -1.52
C -3.6590 -2.3019 -2.6409 0.01 0.02 0.01 1.67
C -3.2681 -2.0294 -4.1029 -0.01 0.00 0.00 -1.48
C -5.1437 -1.9938 -2.4536 -0.01 -0.01 0.00 -2.11
C -2.7850 -1.4484 -1.7389 0.00 0.00 -0.01 -0.27
C -3.2916 -0.5075 -0.8426 -0.01 0.01 0.01 -0.75
C -2.4323 0.2157 -0.0445 0.04 -0.01 -0.04 -0.97
N -1.1003 0.0671 -0.0769 -0.24 -0.17 -0.13 1.19
C -0.5851 -0.8447 -0.9336 0.02 0.03 0.06 0.02
C -1.3946 -1.5949 -1.7599 0.01 0.00 -0.03 -0.50
C 0.8835 -1.0240 -0.8540 -0.01 0.03 -0.01 0.21
C 1.5894 -1.7835 -1.7651 0.02 -0.03 0.01 -0.29
C 2.9688 -1.9558 -1.6480 0.00 0.00 -0.03 0.00
C 3.5765 -1.3050 -0.5725 0.00 0.02 0.00 -0.78
C 2.8285 -0.5498 0.2966 0.01 -0.02 0.04 -0.75
N 1.4941 -0.4030 0.1855 -0.14 -0.14 -0.13 0.38
C 3.7879 -2.7774 -2.6259 -0.02 0.02 0.02 1.83
C 4.7360 -1.8175 -3.3662 0.01 -0.01 0.00 -1.54
C 2.9085 -3.5033 -3.6432 0.00 0.00 -0.01 -2.03
C 4.6095 -3.8122 -1.8395 0.00 -0.01 0.00 -1.57
H -4.0508 -4.4046 -2.9203 0.01 0.00 0.00 0.47
H -3.6299 -3.9955 -1.2580 -0.01 0.00 0.00 0.36
H -2.3739 -4.0788 -2.5061 0.00 0.00 0.00 0.33
H -3.8697 -2.6592 -4.7577 0.00 0.00 0.00 0.45
H -2.2199 -2.2587 -4.3010 0.00 0.00 0.00 0.32
H -3.4540 -0.9893 -4.3765 0.00 0.00 0.00 0.37
H -5.7258 -2.6226 -3.1258 0.00 0.00 0.00 0.43
H -5.3813 -0.9560 -2.6961 0.00 0.00 0.00 0.43
H -5.4824 -2.2072 -1.4378 0.00 0.00 0.00 0.43
H -4.3542 -0.3381 -0.7500 0.00 0.00 0.00 0.68
H -2.8187 0.9500 0.6501 -0.01 -0.01 0.01 0.37
H -0.9505 -2.3297 -2.4144 -0.01 0.00 -0.01 0.69
H 1.0647 -2.2491 -2.5841 0.00 0.00 0.00 0.67
H 4.6421 -1.3760 -0.4074 0.00 0.00 0.00 0.50
H 3.3035 -0.0392 1.1191 0.00 0.00 -0.01 0.21
H 4.1803 -1.0812 -3.9494 0.00 0.00 0.00 0.36
H 5.3605 -2.3893 -4.0525 0.00 0.00 0.00 0.45
H 5.3973 -1.2893 -2.6782 0.01 0.00 0.00 0.38
H 2.3549 -2.8092 -4.2795 0.00 0.00 0.00 0.41
H 2.2053 -4.1874 -3.1624 0.01 -0.01 0.00 0.45
H 3.5413 -4.0993 -4.2990 0.00 0.00 0.00 0.43
H 5.3475 -3.3446 -1.1874 -0.01 0.00 0.01 0.35
H 5.1525 -4.4438 -2.5418 0.01 0.01 0.00 0.47
H 3.9698 -4.4569 -1.2345 -0.01 0.00 -0.01 0.38
N -1.5918 2.7563 -1.5548 0.02 0.00 -0.01 -0.29
N -0.6805 3.7657 -1.8606 -0.02 0.00 0.05 -0.44
C 0.6034 3.6909 -1.5113 -0.01 0.04 0.02 0.90
N 1.4230 4.6024 -2.0239 -0.02 0.04 0.05 -0.42
S 1.3501 2.5208 -0.4923 -0.06 -0.15 0.07 -0.35
H -1.8250 2.2510 -2.4048 -0.02 0.00 0.02 0.28
H -2.4346 3.1787 -1.1822 0.00 0.00 0.02 0.31
H -0.9642 4.4999 -2.4988 0.02 0.00 -0.02 0.23
H 1.1257 5.2804 -2.7100 0.01 -0.03 -0.03 0.20
H 2.3940 4.6027 -1.7552 0.00 0.01 0.01 0.19
N -0.7466 0.9331 4.6010 0.04 -0.30 0.03 -0.12
C -0.9517 -0.2827 4.0037 -0.10 0.02 -0.12 0.71
C -1.6970 -1.2554 4.6896 0.05 0.00 0.04 -1.04
C -1.8954 -2.4873 4.1317 -0.02 -0.02 -0.02 -0.53
C -1.3298 -2.7597 2.8799 0.01 0.00 0.04 -1.04
C -0.6590 -1.7596 2.2455 0.08 0.05 0.05 0.01
N -0.4950 -0.4962 2.7468 -0.02 -0.02 0.07 0.40
H -0.9667 0.9618 5.5858 0.01 -0.01 0.00 0.34
H 0.1065 1.4084 4.3731 0.19 0.11 -0.09 -0.13
H -2.0818 -1.0192 5.6727 0.01 0.00 0.01 0.40
H -2.4600 -3.2427 4.6620 0.01 -0.01 0.00 0.47
H -1.4056 -3.7344 2.4215 -0.01 0.00 -0.01 0.54
H -0.1966 -1.9512 1.2929 0.00 0.01 -0.08 0.45
S 2.8044 0.7858 3.7101 -0.16 0.32 -0.15 0.11
C 1.8417 1.3781 2.6509 0.29 -0.24 0.45 -0.41

=====

(2)
75
Properties=species:S:1:pos:R:3:forces:R:3:mulliken_charge:R:1 method="wB97M-V/def2-TZVPD" de_lowest_kcal_mol=21.4 multiplicity=1 orbital_gap_ev=3.9 total_charge=-1
C 6.3694 0.2954 1.3068 -0.06 0.20 -0.01 -1.30
C 5.0168 0.8293 1.7796 -0.06 -0.35 0.04 -0.50
C 4.0595 -0.2842 2.2271 -0.01 0.17 0.11 -0.16
C 2.6865 0.2400 2.6866 -0.04 -0.24 0.48 -1.06
Sn 0.9840 -0.5114 1.5390 -0.01 0.47 -0.12 0.38
C 1.0351 -2.6797 1.8238 -0.01 -0.24 0.24 -0.87
C 2.3417 -3.4189 1.4972 -0.17 0.00 0.09 0.06
C 2.3563 -4.9375 1.7794 0.02 0.30 -0.10 -0.68
C 1.2991 -5.7448 1.0303 0.03 -0.04 0.08 -1.18
C -0.7344 0.1592 2.6950 0.14 -0.13 0.40 -1.22
C -0.3832 1.0621 3.8919 -0.41 -0.20 -0.19 -0.17
C -1.6315 1.5807 4.6268 0.46 -0.03 -0.09 -0.43
C -1.2951 2.5109 5.7884 -0.24 -0.03 -0.01 -1.28
C 0.6434 0.3281 -0.6689 0.64 -1.18 -0.77 -1.59
C -0.4108 -0.3211 -1.3749 0.25 1.68 -1.36 1.32
C -0.3415 -1.7792 -1.6195 0.23 0.22 0.16 -1.30
C -1.6785 0.4474 -1.6210 0.92 -0.77 2.14 -1.13
H 7.0008 1.1278 0.9825 0.09 -0.13 -0.02 0.38
H 6.8912 -0.2340 2.1124 -0.08 0.03 -0.11 0.31
H 6.2523 -0.3916 0.4606 0.01 0.07 0.14 0.29
H 5.1682 1.5212 2.6184 -0.05 -0.04 -0.11 0.37
H 4.5494 1.4064 0.9706 0.01 -0.07 0.12 0.28
H 3.9491 -1.0143 1.4084 0.14 0.21 0.06 0.08
H 4.5263 -0.8388 3.0591 0.01 0.09 -0.25 0.32
H 2.4812 -0.0743 3.7187 0.18 0.27 0.01 0.24
H 2.6087 1.3345 2.6392 0.19 -0.19 0.10 0.48
H 0.7801 -2.7971 2.8865 0.00 -0.25 -0.02 0.38
H 0.1904 -3.0538 1.2320 0.16 -0.06 0.12 0.21
H 2.5980 -3.2670 0.4363 -0.04 0.02 0.16 0.23
H 3.1595 -2.9739 2.0823 -0.12 -0.07 -0.16 0.06
H 3.3499 -5.3146 1.5074 -0.04 -0.03 0.04 0.36
H 2.2475 -5.1054 2.8571 -0.04 0.03 -0.03 0.30
H 1.4613 -6.8141 1.1971 -0.07 0.03 -0.03 0.38
H 0.2892 -5.5038 1.3759 0.12 0.03 -0.11 0.29
H 1.3486 -5.5678 -0.0499 -0.03 0.05 0.12 0.28
H -1.3817 0.6763 1.9727 0.03 -0.10 0.26 0.25
H -1.2399 -0.7595 3.0261 -0.19 0.25 0.08 0.38
H 0.2480 0.5097 4.6090 -0.12 0.15 -0.17 0.18
H 0.2153 1.9248 3.5533 -0.11 -0.17 0.08 0.24
H -2.2682 2.1054 3.9043 0.02 -0.08 0.07 0.35
H -2.2023 0.7199 4.9956 -0.01 0.09 -0.07 0.31
H -2.2194 2.8724 6.2447 0.07 0.10 0.13 0.39
H -0.7173 1.9940 6.5606 0.01 0.05 -0.07 0.30
H -0.7217 3.3800 5.4517 -0.01 -0.09 0.02 0.30
H 0.5856 1.4119 -0.5269 0.19 -0.33 -0.07 0.40
H 1.6457 -0.0644 -0.8958 -0.33 0.83 -0.33 0.40
H 0.6977 -2.1216 -1.4781 -0.31 -0.07 -0.13 0.16
H -0.9616 -2.3401 -0.8965 -0.19 -0.35 0.10 0.14
H -0.6662 -2.0829 -2.6243 -0.01 -0.10 0.01 0.37
H -2.4471 -0.0440 -0.9932 -0.57 0.15 -0.17 0.32
H -1.5587 1.4476 -1.1718 -0.03 -0.11 -0.12 0.25
C -2.2827 0.6504 -3.0028 -0.53 0.98 -0.64 0.83
C -3.6790 1.2688 -2.7449 1.02 -0.47 -0.15 -0.10
C -4.6509 0.3319 -2.3810 -0.39 -0.15 -0.16 -0.40
C -5.9623 0.7169 -2.1401 -0.01 0.52 0.00 -0.62
C -6.3306 2.0682 -2.2962 0.71 -0.37 -0.24 -0.35
C -5.3452 3.0104 -2.6105 0.08 -0.47 0.43 -0.87
C -3.9982 2.6235 -2.7186 -0.61 0.10 -0.07 -0.03
C -1.3421 1.3463 -4.0117 -0.65 -0.39 0.50 0.16
C -0.4580 0.4856 -4.6631 0.36 -0.25 -0.49 -0.13
C 0.3464 0.9223 -5.7176 -0.17 0.46 0.24 -0.74
C 0.2766 2.2623 -6.1353 -0.30 -0.28 0.33 -0.38
C -0.5735 3.1404 -5.4593 0.11 -0.39 0.39 -0.87
C -1.3402 2.6947 -4.3646 0.42 0.11 -0.58 -0.05
H -2.5029 -0.3190 -3.4714 0.14 0.05 0.22 0.51
H -4.3549 -0.7254 -2.2784 -0.20 0.60 -0.15 0.31
H -6.6918 -0.0310 -1.8343 0.05 0.20 -0.08 0.35
H -7.3583 2.3707 -2.1647 -0.10 0.05 -0.02 0.37
H -5.6071 4.0549 -2.7543 -0.01 -0.08 0.23 0.36
H -3.2337 3.4013 -2.7479 -0.47 -0.41 -0.21 0.50
H -0.4205 -0.5677 -4.3577 -0.05 0.48 -0.10 0.15
H 1.0200 0.2202 -6.2063 -0.12 0.17 0.06 0.37
H 0.8774 2.6135 -6.9696 -0.08 -0.05 0.08 0.36
H -0.6501 4.1822 -5.7655 0.12 -0.16 0.07 0.37
H -1.9152 3.4332 -3.8178 0.14 -0.28 -0.36 0.00